{
  "formula": "C19H43IrO2P3",
  "method": "wB97M-V/def2-TZVPD",
  "de_lowest_kcal_mol": 42.8,
  "fmax_ev_per_a": 4.276,
  "multiplicity": 5,
  "charge": 3,
  "homo_energy_ev": [-16.9, -17.0],
  "elements": ["P", "H", "H", "H", "H", "C", "H", "O", "H", "C", "H", "C", "C", "H", "C", "H", "H", "H", "C", "H", "H", "H", "C", "H", "H", "C", "H", "H", "C", "H", "C", "C", "H", "H", "Ir", "C", "H", "C", "H", "H", "H", "C", "H", "C", "P", "H", "H", "H", "H", "O", "H", "C", "H", "H", "H", "C", "H", "H", "P", "H", "H", "H", "H", "H", "H", "C", "H", "C"],
  "xyz": [[-0.6742, -2.0071, 0.3313], [1.2487, -2.5725, -1.0544], [2.2171, 3.4499, 2.3295], [-0.5684, -3.5610, 2.2389], [3.3271, -0.8430, 0.0823], [-2.6790, -0.1023, -3.4081], [-4.0173, -0.8704, -4.8660], [-1.6367, 1.0727, 1.1378], [-3.7408, 0.8299, 3.7525], [1.1888, -1.7353, 3.1148], [-3.0055, -0.3663, 1.7072], [-1.3386, -2.9529, 1.7616], [3.6133, 1.9098, 0.2360], [-2.2932, -2.3451, -5.9302], [-3.0053, -0.9272, -4.4738], [0.1344, -1.5721, 3.3767], [4.0302, -1.2986, 1.6648], [-2.1310, -3.6281, 1.4302], [-2.1562, -2.2604, -0.7265], [4.1483, 2.8651, 0.1824], [-0.0192, -2.5504, -4.9195], [-2.6464, -3.2002, -0.4499], [-1.4295, -0.3054, -2.8285], [1.7711, -1.6466, 4.0448], [-0.6434, 2.0958, -0.5994], [-2.0348, -1.7575, -5.0463], [1.9068, 3.2750, -1.9780], [1.7131, 1.1185, 3.7816], [-3.1658, 1.3843, 3.0075], [-2.2790, 1.4425, 0.5022], [-2.3587, 0.3850, 2.1930], [-0.9824, 1.7370, -1.6053], [0.3828, 1.2075, -3.2389], [0.1466, 3.0324, -2.8826], [0.4451, 0.4618, 0.3890], [2.5188, 0.6434, 3.2077], [0.5798, -1.1114, -2.9474], [-0.7634, -1.8755, -4.4877], [-1.7796, -2.2793, 2.5018], [0.6193, 2.6393, 2.3508], [3.9686, 1.3603, 1.1078], [3.1225, -1.3211, 1.0463], [-1.8792, -2.3344, -1.7849], [0.5156, -3.1456, -0.4762], [1.7663, -0.4494, 1.9302], [3.8607, 1.3300, -0.6571], [3.1034, 0.0215, 3.8971], [0.8492, 4.1261, 1.4080], [3.1682, 1.4269, 2.8145], [-1.2435, 0.2666, -1.5800], [-1.5937, -0.1256, 2.7904], [0.0250, 1.9836, -2.5774], [-3.3584, 0.6273, -2.9568], [0.8604, -0.2358, -1.1102], [1.0385, -3.7474, 0.2755], [1.3337, 3.1997, 1.7366], [2.7012, 4.2880, -0.7320], [-2.4961, 2.0753, 3.5363], [1.8226, 2.2481, 0.2392], [1.3315, -2.7446, 2.7162], [0.9197, 4.2487, -0.8454], [-2.8640, -1.4375, -0.5849], [-1.9598, 2.2150, -1.8173], [-0.0287, -3.8073, -1.1607], [-3.8605, 1.9578, 2.3805], [-0.4158, -1.0926, -3.3897], [2.8357, -2.3634, 0.8633], [1.8338, 3.6484, -0.9515]],
  "atomic_forces_ev_per_a": [[-0.59, -2.04, -1.14], [-0.14, -0.24, 0.07], [-0.11, 0.01, -0.02], [-0.09, 0.20, 0.00], [0.10, -0.18, 0.19], [0.48, -0.60, 0.50], [0.26, -0.07, -0.22], [0.49, 0.12, -0.51], [-0.06, 0.12, -0.04], [-0.37, 0.11, 0.09], [0.20, 0.20, 0.27], [0.41, 0.36, 1.00], [0.08, -0.30, 0.15], [0.07, 0.12, 0.36], [0.05, 0.45, -0.49], [0.39, -0.15, 0.00], [-0.23, -0.01, -0.10], [0.19, 0.23, -0.25], [-0.26, 0.81, -0.53], [-0.18, -0.17, 0.05], [-0.32, 0.30, 0.00], [0.33, 0.20, 0.19], [0.24, 0.06, -1.08], [-0.13, -0.07, -0.41], [-0.46, -0.10, -0.06], [-0.39, -0.46, 0.06], [0.25, 0.31, 0.30], [0.14, -0.16, -0.09], [0.37, -0.14, 0.04], [0.22, -0.19, 0.26], [-0.73, -0.07, 0.32], [-1.35, -1.60, -0.55], [0.05, 0.14, 0.08], [0.00, -0.69, -0.07], [-2.76, -1.94, -2.08], [0.13, 0.27, -0.10], [-0.23, -0.16, -0.08], [0.33, 0.23, -0.36], [0.07, -0.27, -0.01], [0.22, 0.20, 0.01], [-0.03, 0.07, -0.24], [-0.02, 0.26, -0.28], [-0.08, 0.21, 0.39], [0.48, 0.32, 0.22], [2.08, -1.36, 3.48], [-0.01, 0.11, -0.02], [-0.08, 0.09, -0.25], [0.12, -0.20, 0.08], [-0.19, -0.16, 0.17], [-0.08, 2.03, 1.44], [-0.16, 0.22, -0.10], [0.77, 1.81, -1.82], [0.00, -0.49, -0.21], [0.02, 0.78, 0.83], [-0.08, 0.07, -0.17], [-0.17, -0.17, 0.13], [-0.22, -0.33, 0.22], [-0.22, -0.13, -0.15], [2.19, 2.29, 0.49], [-0.09, 0.22, 0.06], [0.22, -0.22, -0.13], [-0.01, -0.22, -0.18], [0.32, 0.13, 0.23], [0.01, 0.13, 0.23], [0.12, -0.19, 0.13], [-0.97, 0.00, 0.35], [0.05, 0.30, 0.10], [-0.65, -0.40, -0.76]],
  "lowdin_charge": [0.9054, 0.0345, 0.0774, 0.0557, 0.0347, 0.0091, 0.1300, -0.2335, 0.1053, -0.2253, 0.1223, -0.2089, -0.2157, 0.1303, -0.0214, 0.0342, 0.0893, 0.0765, -0.1951, 0.0832, 0.1293, 0.0812, -0.3817, 0.0768, 0.0513, -0.0305, 0.0468, 0.0700, -0.0306, 0.1170, -0.2675, -0.2853, 0.0846, 0.0988, 0.8998, -0.2286, 0.0973, -0.0381, 0.0430, 0.0312, 0.0293, -0.2061, 0.0506, -0.2121, 0.6271, 0.0730, 0.0786, 0.0699, 0.0273, -0.2768, 0.0928, 0.0386, 0.1372, 0.0491, 0.0599, -0.2097, 0.0905, 0.0953, 0.7095, 0.0533, 0.0747, 0.0656, 0.1619, 0.0824, 0.1007, -0.0553, 0.0461, -0.2060]
}


{
  "formula": "C24H69N3O9",
  "method": "wB97M-V/def2-TZVPD",
  "de_lowest_kcal_mol": 65.8,
  "fmax_ev_per_a": 3.085,
  "multiplicity": 1,
  "homo_energy_ev": -9.1,
  "elements": ["H", "H", "H", "O", "H", "H", "C", "H", "C", "C", "H", "H", "C", "C", "H", "C", "C", "H", "H", "H", "H", "H", "O", "C", "H", "O", "H", "H", "H", "C", "H", "H", "H", "H", "C", "H", "H", "H", "H", "H", "H", "O", "C", "C", "H", "H", "H", "H", "C", "H", "H", "O", "H", "C", "H", "O", "C", "H", "H", "C", "H", "H", "H", "H", "H", "H", "H", "H", "H", "N", "H", "H", "C", "H", "C", "O", "C", "N", "C", "H", "C", "C", "H", "N", "H", "H", "H", "H", "C", "H", "C", "O", "H", "H", "O", "H", "H", "H", "H", "H", "H", "H", "H", "H", "H"],
  "xyz": [[4.3955, -0.8598, 0.7772], [-0.4737, -1.1836, -6.8370], [5.6928, 1.5592, 0.0317], [-2.3680, 1.9725, 2.3064], [5.7206, 4.9217, 0.9099], [-4.1398, 0.1844, -4.7187], [5.5300, 3.0058, 1.6014], [5.2102, 2.5724, 3.7398], [0.1453, -0.7272, 3.6019], [-4.3614, -2.1758, 0.5058], [-1.7224, 1.9435, 3.0163], [-0.3489, -2.7358, 2.2172], [3.1265, -2.5338, -2.0981], [0.1165, -5.8721, 0.8258], [-0.8109, 0.2397, 0.0852], [-4.7963, 4.1361, -0.9274], [1.6912, 1.2413, 4.2850], [1.7547, -4.6792, 0.0793], [4.2407, -1.0591, -3.3706], [-3.9070, 0.8714, -1.2941], [-1.7339, -1.5728, -1.2630], [0.0831, -2.8469, -6.5399], [1.1403, -0.4012, -0.1385], [0.3308, 0.8077, 3.7056], [2.3817, 1.1715, 3.4445], [-4.2426, -0.0079, 1.6770], [3.9137, -3.2581, -1.8893], [-3.7130, 4.0213, -0.9630], [-5.1832, 4.9347, -1.5603], [-4.9141, 1.2764, -3.1462], [0.3274, -5.8021, 1.8929], [-3.1652, 4.4813, 1.8987], [-3.7586, -2.9569, 0.0426], [-0.9305, -0.8034, 3.4435], [0.3801, -1.7983, -6.5519], [2.1463, 0.6760, 5.0982], [-2.4870, 2.4987, 0.3216], [5.1157, 4.2814, 3.4578], [-3.4689, -1.7930, 2.3206], [-3.7116, 1.6094, -4.7066], [3.4430, -0.2164, 2.1890], [-0.8418, -4.9010, 0.5642], [-3.7740, 0.7581, -2.3700], [3.6666, -1.0757, -2.4442], [1.1986, -1.6095, -7.2466], [1.0831, -0.4313, 0.8193], [-0.1431, 0.2296, -1.5992], [2.0624, -6.4244, 0.2787], [-2.1320, 4.2635, 1.6283], [0.3897, -1.2327, 4.5362], [-5.7909, 0.6625, -2.9401], [2.5543, -0.2158, -2.5473], [1.8065, 2.2818, 4.5886], [-0.1426, -0.2522, -0.6215], [-5.0559, 4.3802, 0.1028], [0.9253, -1.2437, 2.5222], [0.7302, -2.5906, 2.2669], [4.0288, 1.6833, 0.6473], [-6.1811, 3.0354, -3.3013], [-0.7053, -1.6753, -0.9173], [-0.3604, 2.4061, 4.7440], [-1.4674, 4.6043, 2.4222], [4.8165, -1.3984, 2.2652], [-5.1797, -2.6861, 1.0137], [6.6180, 2.9757, 1.6599], [-0.1716, -2.2344, -1.6859], [-0.7753, 1.1063, 5.4295], [-2.6507, -1.0100, 0.9421], [3.8141, 3.1511, 2.9482], [-0.7291, 1.4981, 4.4997], [2.3582, -2.5889, -1.3268], [-3.4823, -0.2770, -2.5478], [4.4243, -0.4925, 1.8030], [-2.9202, 1.4179, -2.5243], [0.9602, -1.4635, -5.1973], [-5.4218, 2.8968, -1.4049], [1.3325, -5.6777, -0.0340], [-4.5599, 1.0860, -4.5433], [-3.6160, -1.2371, 1.3946], [-4.8383, -1.6117, -0.2958], [-5.2616, 2.7285, -2.8028], [4.8901, 3.3144, 3.0083], [1.5791, 0.0624, -4.1399], [5.1028, 4.1346, 0.7721], [2.6615, -2.8771, -3.0222], [-4.4200, 3.3151, -3.1713], [0.3255, -1.8626, -4.4061], [4.1952, 4.4897, 1.0370], [-1.9587, 2.8261, 1.2171], [-0.3658, -6.8268, 0.6160], [5.0824, 1.6823, 0.9264], [1.1864, -0.0634, -5.0069], [1.1253, -5.9752, -1.0619], [-0.8978, 2.6351, 1.0553], [5.3346, 0.6457, 1.8495], [0.1760, 1.1292, 2.6757], [-1.6529, -5.1053, 1.0353], [1.2452, -2.6842, 1.3108], [4.2566, -0.7162, -1.6011], [1.8308, -2.1110, -5.0939], [-3.6302, 0.7308, 1.7058], [-0.6930, -2.2104, 0.0323], [1.2136, -3.1742, 3.0504], [2.0865, -0.1427, -1.7122], [-1.8900, 4.8254, 0.7262]],
  "atomic_forces_ev_per_a": [[-0.64, 0.36, -0.42], [0.00, 0.03, 0.15], [-0.08, -0.07, -0.25], [-0.79, -0.13, -1.50], [0.20, 0.01, -0.11], [-0.70, -0.75, 0.36], [-1.58, 1.10, 0.92], [0.13, -0.14, 0.13], [-0.19, 1.11, 0.21], [-1.38, 0.10, -0.88], [0.11, -0.02, 0.65], [0.06, -0.78, -0.26], [0.65, 0.66, -1.39], [-0.36, -0.58, 0.46], [0.02, 0.32, -0.04], [-0.78, -1.08, -0.75], [1.06, -0.13, -1.58], [-0.04, -0.07, -0.28], [-0.17, 0.03, 0.09], [-0.38, -0.28, 0.27], [-0.19, -0.14, 0.07], [0.11, -0.01, -0.25], [1.42, 0.71, 0.25], [0.62, 0.25, 1.47], [0.47, -0.16, 0.11], [-1.44, -0.56, -0.35], [0.19, 0.15, 0.18], [0.09, 0.25, -0.31], [0.42, 0.28, -0.01], [-0.62, -1.11, -0.08], [0.55, -0.37, 0.19], [0.03, -0.05, 0.06], [0.37, 0.15, 0.16], [-0.22, -0.67, -0.38], [0.39, 0.61, 0.12], [-0.56, -0.48, 0.02], [-0.26, 0.30, 0.10], [0.09, 0.15, -0.59], [0.45, 0.12, 0.42], [0.08, 0.94, -0.15], [-0.01, -0.18, -0.10], [-0.89, 1.55, -0.74], [1.24, 0.49, 2.42], [-1.18, -1.50, 1.95], [-0.29, -0.24, -0.47], [0.29, -0.19, 0.53], [0.20, 0.70, 0.23], [0.28, 0.16, 0.23], [-0.32, 0.38, -1.18], [0.18, -0.10, 0.14], [-0.20, -0.04, -0.02], [-0.13, 0.63, -1.31], [-0.68, 0.20, -0.07], [-1.62, -2.09, -1.58], [-0.36, -0.56, -0.03], [-0.16, 2.61, 1.15], [0.07, 0.06, -0.19], [-0.21, 0.29, -0.06], [0.03, 0.05, -0.25], [-0.47, 0.91, 0.56], [0.08, 0.43, -0.40], [0.03, -0.32, 0.04], [0.34, 0.60, 0.91], [-0.02, 0.06, 0.22], [-0.01, 0.15, 0.06], [0.33, 0.21, 0.14], [-0.35, -0.66, 0.14], [0.31, -0.24, 0.05], [-0.18, 0.35, -0.18], [0.05, -0.64, -0.06], [0.22, 0.48, 0.16], [-0.19, 0.06, -0.33], [0.97, 0.73, -1.13], [0.43, -0.09, -0.47], [-0.51, -0.06, 0.75], [0.63, 0.90, 0.89], [0.12, -0.79, 0.17], [-0.10, 0.90, -1.29], [1.12, 0.31, 0.51], [0.05, 0.03, -0.23], [0.37, -0.38, -0.15], [0.63, -2.09, 0.00], [0.35, -0.13, 0.46], [0.69, 0.22, -1.11], [-0.21, -0.17, 0.00], [0.08, 0.42, -0.08], [-0.52, 0.23, 0.23], [-0.21, -0.33, 0.08], [0.66, -0.72, 1.92], [0.44, -0.50, 0.12], [0.14, 0.38, 1.00], [-0.29, -0.90, -1.02], [-0.12, 0.64, -0.15], [0.24, 0.04, -0.39], [-0.31, -1.61, 0.79], [0.44, 0.36, -0.11], [-0.01, -0.04, 0.00], [-0.35, -0.86, -0.03], [0.54, -0.04, -0.15], [0.77, 0.44, -0.01], [0.55, -0.04, 0.31], [-0.15, -0.37, -0.27], [-0.13, -0.42, -0.02], [0.19, -0.23, 0.58], [-0.01, 0.55, 0.06]],
  "lowdin_charge": [0.0687, 0.0725, 0.1206, -0.1169, 0.0654, 0.0657, -0.3839, 0.0637, -0.1529, -0.0870, 0.0097, 0.0885, -0.0591, -0.3508, 0.0998, -0.0647, -0.0467, 0.0582, 0.1175, 0.0654, 0.0573, 0.0748, -0.0945, -0.3622, 0.0476, -0.0668, 0.0654, 0.0678, 0.0868, -0.4515, 0.1074, 0.0757, 0.0686, 0.1238, -0.0901, 0.0888, 0.0993, 0.0716, 0.1033, 0.0638, 0.0594, -0.0897, -0.0916, -0.2454, 0.0741, 0.0519, 0.1141, 0.0776, -0.0857, 0.1321, 0.1416, -0.1067, 0.0723, -0.2877, 0.0821, -0.2278, -0.1005, 0.1196, 0.1275, -0.0521, 0.0781, 0.0753, 0.0870, 0.0727, 0.1356, 0.0718, 0.0912, 0.0836, 0.0550, 0.0323, 0.0419, 0.0785, -0.0575, 0.0859, -0.3474, -0.1910, -0.0706, 0.0310, -0.3448, 0.0698, -0.2026, -0.0630, 0.0285, 0.0116, 0.0503, 0.1182, 0.0955, 0.0619, -0.2878, 0.1128, -0.2028, -0.0744, 0.0821, 0.1004, -0.2006, 0.1192, 0.0897, 0.0855, 0.0846, 0.0935, 0.0256, 0.0418, 0.1023, 0.0399, 0.0735]
}


{
  "formula": "C4H4O2S",
  "method": "wB97M-V/def2-TZVPD",
  "de_lowest_kcal_mol": 149.8,
  "fmax_ev_per_a": 3.286,
  "multiplicity": 1,
  "homo_energy_ev": -8.4,
  "elements": ["C", "C", "C", "O", "H", "C", "O", "S", "H", "H", "H"],
  "xyz": [[-1.0073, -2.0483, -0.3276], [-2.1913, 0.0421, 0.0502], [1.9872, 0.8339, -0.1230], [-1.8032, -1.1602, 0.1930], [2.3099, 0.9755, 0.9123], [0.5970, 0.3930, -0.0516], [-3.2804, 0.5241, 0.1024], [-0.7169, 1.3298, -0.0329], [2.1445, 1.7704, -0.6602], [2.6113, 0.0470, -0.5506], [-0.6509, -2.7073, 0.4880]],
  "atomic_forces_ev_per_a": [[1.33, -0.17, -1.77], [0.28, 3.27, -0.22], [0.21, 0.23, -0.32], [-0.66, -1.47, 1.82], [0.06, -0.01, 0.08], [-1.12, -0.81, 0.15], [0.20, -0.71, -0.19], [-0.13, -0.93, -0.12], [0.11, 0.11, 0.03], [0.01, 0.08, 0.10], [-0.29, 0.42, 0.43]],
  "lowdin_charge": [0.1077, -0.6909, -0.2055, -0.0924, 0.0913, -0.4764, 0.0828, 1.0223, 0.0697, 0.0725, 0.0190]
}


{
  "formula": "CH7N3O3",
  "method": "wB97M-V/def2-TZVPD",
  "de_lowest_kcal_mol": 178.8,
  "fmax_ev_per_a": 3.932,
  "multiplicity": 1,
  "homo_energy_ev": [-7.6, -7.6],
  "elements": ["N", "N", "O", "O", "H", "H", "H", "C", "H", "H", "N", "H", "O", "H"],
  "xyz": [[1.9158, 0.5681, 0.0661], [-1.2912, 0.4277, 2.4365], [0.5479, -1.4782, -1.4540], [0.7390, 0.7093, 0.8193], [-1.2593, -0.8995, -1.8869], [-1.2996, -0.6372, 2.5552], [-0.1719, -0.5645, -3.0875], [-0.3920, 0.9074, 0.3014], [-0.3617, 0.7870, 2.7901], [-0.7687, 0.6910, -0.6816], [-0.3019, -0.5767, -2.1269], [2.6601, 0.2985, 0.7235], [-1.4520, 0.9063, 1.1768], [1.4355, -1.1391, -1.6321]],
  "atomic_forces_ev_per_a": [[0.32, 0.17, -1.28], [1.82, -0.73, 3.41], [0.14, -0.76, -0.62], [-0.31, 0.11, -0.30], [1.00, 0.02, -0.64], [0.17, 1.86, -1.17], [0.31, -0.60, -2.20], [-0.03, -1.57, 2.64], [-1.42, -0.75, -0.34], [0.96, 0.83, -0.85], [-1.85, 0.59, 2.49], [-1.01, 0.28, 0.59], [-0.06, 0.19, -2.37], [-0.06, 0.36, 0.64]],
  "lowdin_charge": [-0.0250, -0.0009, -0.1338, -0.1027, 0.1076, 0.1292, 0.0533, -0.1375, 0.1094, 0.1078, -0.0673, 0.0049, -0.1123, 0.0675]
}